99
Properties=species:S:1:pos:R:3 method="wB97M-V/def2-TZVPD" orbital_gap_ev=6.805 smiles="CC[C@H](I)c1ccc2c(c1)C(=O)C(S(C)(=O)=O)=C(N(C(C)=O)C(C)=O)C2=O.FC(F)C(F)(F)COC(F)(F)C(F)F.FC(F)C(F)(F)COC(F)(F)C(F)F.FC(F)C(F)(F)COC(F)(F)C(F)F" mol_weight_g_mol=1199.5 e_homo_ev=-9.2 e_lumo_ev=-2.4 charge=0 energy_ha=-5099.320692
C 3.391 3.318 -2.604
C 2.327 4.069 -3.610
C 1.708 3.054 -4.786
I 2.879 3.059 -6.634
C 0.152 3.608 -5.035
C -0.166 5.212 -5.387
C -1.700 5.786 -5.588
C -2.964 4.749 -5.450
C -2.657 3.135 -5.135
C -1.104 2.550 -4.930
C -3.997 2.144 -4.997
O -4.022 0.879 -5.461
C -5.314 2.881 -4.277
S -6.326 1.807 -3.124
C -8.156 2.203 -3.079
O -5.741 2.033 -1.675
O -6.148 0.260 -3.379
C -5.593 4.346 -4.563
N -6.764 5.033 -3.894
C -6.288 6.063 -2.894
C -6.628 5.729 -1.291
O -5.584 7.183 -3.215
C -7.766 5.588 -4.882
C -8.329 7.149 -4.901
O -8.314 4.771 -5.825
C -4.571 5.194 -5.579
O -4.985 6.146 -6.426
H 4.023 4.173 -2.076
H 4.130 2.578 -3.141
H 2.777 2.803 -1.723
H 1.390 4.361 -2.934
H 2.735 5.051 -4.106
H 1.580 1.968 -4.322
H 0.766 5.949 -5.457
H -1.954 6.911 -5.825
H -0.973 1.401 -4.676
H -8.679 1.327 -2.460
H -8.371 3.193 -2.448
H -8.647 2.375 -4.134
H -7.788 5.834 -1.100
H -6.371 4.571 -1.171
H -5.966 6.407 -0.598
H -8.727 7.464 -3.825
H -9.150 7.336 -5.729
H -7.412 7.868 -5.135
C 2.237 -1.618 -0.291
C 3.474 -2.499 -0.058
C 4.812 -1.773 -0.149
F 5.017 -1.208 -1.362
F 5.842 -2.641 0.044
F 3.427 -3.563 -0.903
F 3.362 -3.026 1.204
O 1.692 -1.623 -1.614
C 2.333 -0.749 -2.542
C 3.060 -1.497 -3.668
F 3.973 -2.376 -3.183
F 3.741 -0.634 -4.470
F 3.139 0.101 -1.862
F 1.343 0.021 -3.071
H 1.436 -2.039 0.331
H 2.371 -0.599 0.091
H 4.890 -0.994 0.615
H 2.351 -2.057 -4.286
C -0.296 -5.429 5.681
C 0.115 -6.700 4.922
C 1.556 -6.719 4.423
F 1.823 -5.707 3.566
F 1.811 -7.870 3.743
F -0.765 -6.916 3.909
F -0.050 -7.755 5.784
O -0.971 -4.423 4.919
C -0.124 -3.551 4.171
C -0.282 -3.716 2.654
F -0.062 -4.996 2.258
F 0.611 -2.943 1.981
F 1.154 -3.710 4.592
F -0.480 -2.288 4.533
H -1.036 -5.740 6.430
H 0.528 -5.009 6.270
H 2.261 -6.665 5.257
H -1.292 -3.436 2.334
C 6.053 -4.640 6.100
C 4.945 -5.305 6.931
C 3.575 -4.642 6.834
F 3.590 -3.354 7.251
F 2.674 -5.286 7.624
F 5.358 -5.406 8.223
F 4.824 -6.596 6.482
O 6.899 -3.715 6.792
C 6.378 -2.393 6.925
C 6.070 -2.012 8.380
F 5.211 -2.888 8.961
F 5.483 -0.788 8.453
F 5.311 -2.254 6.103
F 7.338 -1.565 6.430
H 6.732 -5.443 5.789
H 5.676 -4.222 5.160
H 3.196 -4.672 5.809
H 6.986 -1.993 8.981